Entry 1:
This record from OMol25 describes a structure of composition C42H63NO2PPtSi5Te. The level of theory is wB97M-V/def2-TZVPD.

XYZ file:
```
116
Properties=species:S:1:pos:R:3:forces:R:3:lowdin_charge:R:1
Pt -0.9301 1.2154 -0.5844 0.243 0.422 0.500 0.7354
O -1.4780 5.3359 0.4597 0.056 0.101 -0.096 0.0051
C -1.8466 4.1848 0.2351 0.049 0.021 -0.029 -0.7116
O -1.0717 3.1722 0.2636 -0.109 -0.046 0.093 -0.2835
C -3.3613 4.0293 -0.0261 -0.074 0.036 0.169 -0.2996
P -4.1381 2.8777 -1.2129 -0.029 0.105 -0.126 1.0556
C -3.6990 1.2024 -0.6212 0.094 0.122 -0.060 -0.4155
C -4.2299 0.0912 -1.3058 -0.055 -0.018 0.013 -0.1430
C -4.2200 -1.1626 -0.7436 -0.004 -0.002 0.008 -0.0897
C -3.7206 -1.3468 0.5518 0.054 0.017 0.001 -0.0863
C -3.2010 -0.2799 1.2414 -0.051 -0.066 -0.088 -0.1176
C -3.1681 0.9984 0.6627 0.063 -0.017 -0.382 -0.2028
C -3.1770 3.2166 -2.7420 -0.030 -0.052 -0.017 -0.3702
C -3.1700 2.3158 -3.8110 0.061 0.003 0.034 -0.1036
C -2.5903 2.6474 -5.0251 0.040 0.000 0.005 -0.1047
C -2.0169 3.8993 -5.2118 0.001 0.000 -0.004 -0.0976
C -2.0348 4.8108 -4.1692 -0.025 0.016 0.004 -0.0962
C -2.6036 4.4731 -2.9470 -0.147 0.091 0.010 -0.1100
H -3.7111 5.0197 -0.3214 -0.038 -0.008 0.049 0.0702
H -3.8484 3.8550 0.9388 0.034 -0.076 -0.003 0.0858
H -4.7059 0.2275 -2.2682 0.007 0.028 -0.040 0.0878
H -4.6320 -2.0017 -1.2908 0.004 0.000 0.003 0.1018
H -3.7381 -2.3283 1.0038 0.015 -0.076 0.022 0.0914
H -2.7699 -0.4056 2.2235 0.003 -0.011 0.032 0.0494
H -2.8332 1.8411 1.2493 0.023 -0.062 0.094 0.0716
H -3.6251 1.3411 -3.7043 0.010 -0.062 0.043 0.0833
H -2.5966 1.9275 -5.8348 0.013 -0.011 -0.009 0.0955
H -1.5653 4.1587 -6.1611 -0.001 0.000 0.000 0.0979
H -1.5850 5.7889 -4.2913 0.000 -0.008 -0.004 0.1067
H -2.5749 5.2020 -2.1452 0.014 -0.043 -0.031 0.1015
C -0.7649 -0.5727 -1.5306 -0.125 -0.048 -0.080 -0.3905
Si 0.6625 -0.5033 -2.6983 0.004 -0.027 -0.022 0.6274
C 0.8341 1.3426 -3.0841 0.037 -0.021 -0.112 -0.2180
N 0.8108 2.1242 -1.8208 -0.504 -0.187 -0.206 -0.2424
C 0.4900 3.5420 -2.0890 -0.105 0.040 -0.117 -0.1992
C 1.5454 4.2564 -2.9333 0.011 -0.004 0.001 -0.1643
C 2.9659 3.9047 -2.4571 0.000 0.003 -0.005 -0.1892
C 2.9010 3.3185 -1.0520 0.002 -0.011 0.015 -0.1699
C 2.1009 2.0193 -1.0689 0.098 -0.014 0.022 -0.1893
C 2.3214 -1.1118 -2.0649 0.026 -0.048 -0.059 -0.2575
C 3.4091 -1.1741 -2.9438 0.016 -0.003 0.004 -0.1165
C 4.6874 -1.4624 -2.4910 -0.009 -0.013 0.039 -0.0937
C 4.9021 -1.6922 -1.1367 0.004 -0.011 -0.034 -0.0883
C 3.8367 -1.6387 -0.2514 -0.014 0.026 0.040 -0.0817
C 2.5568 -1.3512 -0.7124 0.006 -0.010 0.020 -0.1036
C 0.3091 -1.4130 -4.3190 -0.008 0.013 0.021 -0.2258
C -0.6691 -0.9107 -5.1816 0.011 -0.015 -0.051 -0.0948
C -1.0346 -1.5852 -6.3375 -0.004 0.008 -0.018 -0.0952
C -0.4287 -2.7935 -6.6550 -0.012 0.007 -0.007 -0.1057
C 0.5392 -3.3162 -5.8105 0.022 0.014 0.018 -0.0956
C 0.9024 -2.6303 -4.6575 0.001 -0.018 -0.015 -0.0964
H -0.7940 -1.4708 -0.9065 0.073 0.081 0.081 -0.0067
H -1.6732 -0.6031 -2.1548 0.000 -0.144 -0.001 0.0074
H -0.0444 1.6481 -3.6656 0.029 -0.014 0.025 0.0793
H 1.7201 1.5728 -3.6934 0.008 0.034 0.040 0.0932
H 0.3561 4.0363 -1.1296 0.072 -0.011 -0.049 0.1036
H -0.4782 3.5625 -2.5857 0.177 -0.032 0.069 0.0825
H 1.3631 5.3294 -2.8304 0.002 -0.004 -0.009 0.1119
H 1.4220 4.0201 -3.9934 0.001 -0.011 0.002 0.0990
H 3.6185 4.7792 -2.4949 -0.008 0.005 0.014 0.1014
H 3.4107 3.1553 -3.1204 0.004 0.008 -0.005 0.1023
H 2.4615 4.0355 -0.3546 -0.012 0.007 -0.013 0.1205
H 3.8996 3.0853 -0.6752 -0.004 -0.004 0.002 0.1148
H 1.8981 1.6744 -0.0551 0.020 0.015 -0.019 0.0102
H 2.7104 1.2562 -1.5545 -0.034 0.042 0.013 0.0998
H 3.2567 -0.9828 -4.0020 -0.003 0.000 0.004 0.1023
H 5.5151 -1.5032 -3.1890 0.004 0.006 0.004 0.0955
H 5.8994 -1.9076 -0.7727 0.002 -0.003 -0.002 0.0972
H 4.0011 -1.8051 0.8061 -0.007 0.013 -0.019 0.0833
H 1.7423 -1.2565 0.0005 -0.003 -0.011 0.005 0.0600
H -1.1592 0.0273 -4.9463 -0.041 0.045 0.020 0.0771
H -1.7939 -1.1704 -6.9904 0.004 -0.005 0.007 0.0961
H -0.7124 -3.3262 -7.5545 -0.001 0.004 0.001 0.0947
H 1.0141 -4.2605 -6.0484 -0.002 -0.001 -0.001 0.0966
H 1.6617 -3.0532 -4.0094 -0.007 -0.005 0.005 0.0957
C 1.9416 0.7427 5.6331 0.030 -0.001 0.034 -0.2265
Si 2.2275 -0.8356 4.6515 -0.017 -0.090 -0.034 0.2888
C 3.7172 -0.5752 3.5331 0.035 0.085 0.021 -0.2320
C 2.7427 -2.1788 5.8807 0.000 -0.017 0.027 -0.2216
Si 0.3254 -1.3156 3.3695 -0.054 0.134 -0.033 0.0058
Te 0.2075 0.7410 1.9499 0.147 -0.178 0.249 0.5803
Si -1.4661 -1.3248 4.9065 0.086 0.018 -0.020 0.3244
C -2.0565 0.4376 5.1835 -0.089 -0.027 0.015 -0.2293
C -2.9727 -2.3543 4.4073 -0.016 -0.044 0.053 -0.2132
C -0.9693 -2.0049 6.5990 0.005 0.025 0.043 -0.2222
Si 0.4516 -3.5183 2.5967 -0.112 0.030 -0.025 0.3288
C 0.2533 -4.6478 4.0985 -0.023 -0.030 0.017 -0.2185
C -0.9609 -3.9075 1.4173 0.047 -0.008 -0.079 -0.2096
C 2.0284 -4.0679 1.7325 0.031 -0.047 0.070 -0.2083
H 2.8716 1.0434 6.1255 -0.018 0.031 0.008 0.0252
H 1.1815 0.6040 6.4059 -0.007 -0.005 -0.012 0.0119
H 1.6155 1.5522 4.9774 0.002 -0.004 -0.012 0.0128
H 4.5164 -0.0979 4.1092 0.031 -0.007 -0.044 0.0264
H 3.4668 0.0678 2.6866 -0.006 -0.010 0.020 0.0037
H 4.1020 -1.5237 3.1519 -0.023 -0.038 -0.012 0.0105
H 3.6714 -1.8729 6.3732 -0.008 -0.012 0.016 0.0247
H 2.9330 -3.1328 5.3832 0.007 0.015 -0.025 0.0120
H 1.9927 -2.3497 6.6551 -0.007 -0.004 -0.018 0.0082
H -2.2373 0.9448 4.2338 -0.003 0.007 0.008 -0.0047
H -1.3140 1.0280 5.7243 0.029 -0.013 -0.019 0.0228
H -2.9832 0.4319 5.7662 0.008 0.031 0.005 0.0278
H -3.5454 -1.9154 3.5900 0.014 0.010 -0.031 0.0068
H -3.6320 -2.4101 5.2799 -0.043 -0.011 -0.037 0.0282
H -2.7124 -3.3777 4.1274 0.014 0.031 0.008 0.0074
H -0.1282 -1.4550 7.0262 -0.009 0.009 -0.013 0.0057
H -0.6991 -3.0625 6.5691 0.007 0.009 -0.027 0.0167
H -1.8197 -1.8910 7.2791 0.014 -0.032 0.022 0.0260
H -0.7310 -4.5332 4.5589 0.027 -0.001 -0.010 0.0072
H 1.0037 -4.4446 4.8654 0.004 -0.001 -0.007 0.0119
H 0.3582 -5.6919 3.7874 0.000 -0.005 0.021 0.0279
H -1.9339 -3.7500 1.8837 -0.028 0.020 0.030 0.0035
H -0.9001 -4.9518 1.0947 -0.027 0.012 -0.017 0.0308
H -0.9099 -3.2718 0.5298 -0.018 -0.016 0.011 0.0125
H 2.9166 -3.9559 2.3596 -0.020 0.028 0.012 0.0236
H 2.2060 -3.5445 0.7946 -0.033 0.010 -0.008 -0.0004
H 1.9113 -5.1330 1.5060 0.067 -0.001 -0.022 0.0294
```
Positions in Å, forces in eV/Å.

Calculated values
LUMO level ... 2.27 eV
Spin multiplicity ... 1
Kohn-Sham gap ... 0.2211 hartree
Largest force on an atom ... 0.014 Eh/bohr
Charge ... -1
Molar mass ... 1108.05 g mol⁻¹

=====

Entry 2:
This record from OMol25 describes a structure of composition C42H64BrN7ORuSi. The level of theory is wB97M-V/def2-TZVPD.

XYZ file:
```
117
Properties=species:S:1:pos:R:3:forces:R:3:lowdin_charge:R:1
Ru 0.1884 -0.0393 0.1596 -0.609 -0.177 -0.250 1.0901
C -2.5507 2.0535 3.3916 -0.019 -0.026 0.038 -0.0453
C -1.4673 1.0225 3.7110 0.018 0.026 -0.044 -0.3632
C -0.8102 1.3541 5.0540 -0.039 0.008 -0.013 -0.0488
C -2.0252 -0.3829 3.7345 -0.031 0.085 0.082 -0.1503
C -3.0685 -0.6733 4.6142 0.008 0.028 0.006 -0.0312
C -3.5637 -1.9552 4.7551 0.014 0.007 -0.021 -0.0621
C -3.0064 -2.9778 4.0062 -0.028 0.016 -0.025 -0.0390
C -1.9809 -2.7315 3.1003 -0.025 -0.016 -0.045 -0.1530
C -1.4151 -3.9024 2.3187 -0.002 -0.011 0.012 -0.3881
C -2.4911 -4.7158 1.5966 0.017 -0.006 0.036 -0.0538
C -0.5811 -4.8138 3.2205 0.020 -0.005 0.008 -0.0425
C -1.4899 -1.4136 2.9547 -0.150 0.066 -0.205 -0.2134
N -0.4486 -1.1751 1.9913 0.481 0.229 -0.318 -0.0420
C 0.7375 -1.6376 2.4242 0.108 -0.045 -0.112 -0.1650
C 1.8044 -1.8180 1.5558 -0.085 -0.050 0.175 -0.1975
N 1.6772 -1.5407 0.2552 0.075 0.291 0.120 -0.0357
C 2.8136 -1.8741 -0.5328 -0.054 -0.034 0.034 -0.1703
C 3.5263 -3.0810 -0.3134 -0.067 0.023 0.004 -0.1273
C 4.8164 -3.1798 -0.8270 0.001 0.012 -0.018 -0.0381
C 5.3797 -2.1842 -1.6020 0.027 -0.005 -0.006 -0.0596
C 4.5934 -1.1106 -1.9743 -0.015 -0.002 -0.034 -0.0380
C 3.3040 -0.9570 -1.4831 -0.031 -0.029 0.051 -0.1625
C 2.4379 0.1193 -2.1016 0.209 0.035 0.101 -0.3867
C 3.1097 1.4835 -2.2259 0.006 0.001 0.023 -0.0440
C 1.9771 -0.4021 -3.4657 -0.032 0.053 -0.020 -0.0697
C 2.9782 -4.3914 0.2696 0.040 -0.023 0.002 -0.3584
C 3.2926 -4.6852 1.7425 -0.017 0.029 -0.008 -0.0583
C 1.5107 -4.6627 -0.0504 0.007 -0.008 -0.015 -0.0614
H -2.1060 3.0344 3.2308 -0.007 0.011 0.000 0.0738
H -3.2663 2.1420 4.2116 -0.009 -0.016 0.002 0.0825
H -3.1158 1.7919 2.4922 0.024 0.007 -0.007 0.0641
H -0.6969 1.0643 2.9405 -0.039 -0.024 0.015 0.0912
H -1.5473 1.3402 5.8596 0.002 -0.008 0.013 0.0814
H -0.3640 2.3490 5.0238 -0.012 -0.014 0.003 0.0751
H -0.0270 0.6370 5.3024 -0.003 -0.002 0.002 0.0799
H -3.4784 0.1243 5.2211 -0.005 0.007 0.006 0.1141
H -4.3632 -2.1601 5.4552 0.002 -0.002 -0.002 0.1087
H -3.3724 -3.9904 4.1291 0.005 0.006 0.003 0.1138
H -0.7479 -3.4944 1.5657 0.039 0.042 -0.039 0.0679
H -3.1207 -5.2665 2.2974 -0.007 0.012 -0.006 0.0796
H -2.0283 -5.4483 0.9316 0.007 -0.005 0.014 0.0813
H -3.1459 -4.0800 0.9968 -0.039 0.061 -0.059 0.0565
H -1.1956 -5.2309 4.0206 -0.004 -0.007 0.004 0.0857
H 0.2421 -4.2673 3.6821 -0.008 -0.004 0.001 0.0738
H -0.1604 -5.6432 2.6486 0.001 0.005 -0.003 0.0809
H 0.8595 -1.9136 3.4688 -0.035 -0.013 -0.006 0.1316
H 2.7497 -2.1458 1.9668 0.038 -0.150 -0.141 0.1116
H 5.3760 -4.0893 -0.6389 0.003 0.004 -0.003 0.1194
H 6.3911 -2.2817 -1.9730 0.000 0.000 0.000 0.1083
H 4.9836 -0.3799 -2.6712 0.005 0.003 -0.003 0.1153
H 1.5716 0.2633 -1.4390 -0.279 0.050 -0.070 0.0487
H 3.8657 1.4858 -3.0125 0.008 -0.012 0.011 0.0838
H 3.5869 1.7752 -1.2904 -0.028 -0.014 -0.018 0.0639
H 2.3691 2.2434 -2.4821 -0.001 0.002 -0.019 0.0828
H 2.8548 -0.6679 -4.0568 0.005 0.007 0.002 0.0918
H 1.4158 0.3480 -4.0226 0.020 -0.029 0.026 0.0399
H 1.3723 -1.3064 -3.3627 0.011 0.005 -0.002 0.0773
H 3.5347 -5.1436 -0.2961 0.012 0.013 0.008 0.1262
H 2.5753 -4.2154 2.4151 -0.007 0.021 0.016 0.0533
H 4.2935 -4.3443 2.0107 0.001 -0.005 -0.004 0.0862
H 3.2468 -5.7608 1.9232 -0.007 -0.001 -0.011 0.0834
H 0.8519 -4.0808 0.5889 -0.014 0.032 0.038 0.0341
H 1.2894 -5.7198 0.1144 -0.001 0.007 0.013 0.0882
H 1.2876 -4.4241 -1.0928 0.008 -0.008 0.000 0.0799
C -3.1797 1.9647 -0.5865 0.013 0.025 -0.060 -0.0881
C -1.9919 2.5868 0.0961 0.039 0.092 -0.051 -0.3800
C -2.0662 3.9186 0.4505 -0.019 -0.014 -0.021 -0.0616
C -1.0122 4.4835 1.1701 0.019 -0.005 0.004 -0.0646
C 0.0823 3.7268 1.4949 0.005 0.052 -0.073 -0.0374
C 0.1470 2.3890 1.0391 0.208 0.032 -0.003 -0.4549
N -0.9137 1.8353 0.3690 -0.027 -0.088 0.214 0.0101
N 1.1576 1.5176 1.1672 -0.006 -0.244 0.238 -0.1348
Si 2.6723 1.9144 1.9596 -0.009 0.052 -0.045 0.4241
C 2.3691 2.2064 3.7848 0.042 0.006 -0.016 -0.1662
C 3.9440 0.5518 1.8031 -0.030 -0.025 0.032 -0.1499
C 3.4373 3.4453 1.1717 0.038 -0.040 0.008 -0.1649
H -3.5171 2.5884 -1.4134 -0.011 0.006 0.005 0.0918
H -4.0246 1.8870 0.1082 0.007 -0.006 0.009 0.0841
H -2.9386 0.9891 -1.0029 0.046 0.082 -0.025 0.0044
H -2.9445 4.4954 0.1967 -0.004 -0.005 0.000 0.1136
H -1.0660 5.5185 1.4845 0.001 0.000 0.003 0.1167
H 0.8990 4.1425 2.0650 -0.002 0.007 -0.009 0.0904
H 1.9560 1.3029 4.2401 0.019 0.023 -0.009 0.0175
H 1.6787 3.0280 3.9851 0.013 -0.011 -0.005 0.0199
H 3.3107 2.4334 4.2908 0.005 0.005 0.009 0.0396
H 3.9258 -0.1263 2.6582 -0.037 -0.012 -0.017 0.0325
H 4.9359 1.0100 1.7742 0.001 0.029 0.043 0.0434
H 3.8407 -0.0375 0.8936 0.008 0.026 -0.050 0.0091
H 2.7287 4.1646 0.7628 -0.044 -0.014 0.017 0.0216
H 4.0994 3.1451 0.3566 0.004 0.022 0.014 0.0158
H 4.0547 3.9666 1.9083 0.009 0.007 -0.010 0.0385
O -2.1889 -3.5311 -4.5543 -0.008 0.006 -0.009 0.1107
C -1.7660 -2.7943 -3.5184 -0.008 -0.017 0.023 -0.3010
C -1.4152 -3.3264 -2.2781 -0.004 0.009 -0.030 0.0203
C -0.9948 -2.4623 -1.2946 -0.064 0.009 -0.028 -0.1397
N -0.9030 -1.1257 -1.4432 0.263 -0.297 0.250 -0.0825
C -1.2183 -0.6466 -2.6501 -0.059 -0.035 0.038 -0.7109
Br -0.9975 1.1981 -2.9757 -0.012 0.021 0.045 0.9256
C -1.6671 -1.4210 -3.7020 0.000 0.015 -0.003 -0.0334
H -2.1806 -4.4715 -4.3401 0.006 -0.003 0.002 0.1275
H -1.4472 -4.3914 -2.0854 -0.004 -0.001 0.006 0.1268
H -0.6933 -2.8368 -0.3262 0.017 0.024 -0.004 0.0766
H -1.9049 -0.9786 -4.6576 0.003 0.004 -0.003 0.1245
N -5.7188 -1.6261 1.5225 0.023 -0.061 0.027 0.0174
C -5.6111 -1.0883 0.1741 0.050 0.030 0.002 -0.2370
C -4.1896 -1.3241 -0.3281 -0.001 0.059 -0.024 -0.1530
N -3.2433 -0.8647 0.7225 0.068 -0.139 0.097 0.1823
H -6.4930 -1.2276 2.0352 0.018 0.013 0.005 0.0892
H -3.6475 -1.1155 1.6417 0.020 -0.042 -0.049 0.1231
H -5.8283 -2.6333 1.5270 -0.032 0.014 -0.004 0.0893
H -5.8007 -0.0138 0.2192 -0.010 -0.006 -0.007 0.1178
H -6.3130 -1.5096 -0.5508 0.015 -0.005 -0.005 0.1227
H -3.9900 -0.7840 -1.2522 0.007 -0.056 0.000 0.1136
H -3.9986 -2.3810 -0.5006 0.006 -0.074 0.042 0.1143
H -2.2907 -1.2544 0.6518 -0.085 0.074 0.015 0.0932
H -3.1092 0.1479 0.6967 -0.011 0.005 0.076 0.0913
```
Positions in Å, forces in eV/Å.

Calculated values
LUMO level (spin up / spin down) ... -2.15 / -2.50 eV
Spin multiplicity ... 2
Kohn-Sham gap (spin up / spin down) ... 0.2381 / 0.2552 hartree
Largest force on an atom ... 0.013 Eh/bohr
⟨S²⟩ ... 0.860
Charge ... +1
Molar mass ... 892.08 g mol⁻¹

=====

> What is the largest force on an atom in the first record?

0.014 Eh/bohr